1.
The following is a quantum chemistry calculation of a molecular structure, C18H20B2Br10F24O18P4V2Zr at a distorted geometry, from the OMol25 dataset.

Each line ends with the Löwdin charge.
Cartesian coordinates (Å):
Zr  2.821  -3.876  1.779  2.4020
O  1.580  6.124  1.179  -0.1667
V  0.160  5.637  1.004  1.1290
O  -4.867  2.982  3.270  -0.1432
V  -3.485  3.455  3.863  1.2928
P  -0.853  7.007  -1.429  0.2461
F  -0.469  7.706  -0.019  -0.1500
F  -2.198  7.945  -1.537  -0.1297
F  -0.033  8.092  -2.316  -0.1097
F  -1.285  6.263  -2.837  -0.1616
F  0.464  6.080  -1.198  -0.2148
F  -1.642  5.929  -0.498  -0.1760
P  -2.505  6.244  2.756  0.2693
F  -3.219  7.151  1.555  -0.0965
F  -3.938  5.449  2.978  -0.1633
F  -2.149  4.933  1.908  -0.1738
F  -1.866  5.336  3.939  -0.1526
F  -1.057  6.814  2.359  -0.1167
F  -2.989  7.402  3.758  -0.0640
P  0.737  -5.960  1.937  0.2761
F  1.037  -7.465  1.322  -0.0754
F  0.014  -6.353  3.354  -0.0600
F  2.170  -5.831  2.574  -0.1666
F  0.808  -4.379  2.280  -0.3064
F  1.626  -5.314  0.733  -0.3021
F  -0.579  -5.701  1.045  -0.0737
P  4.464  -2.836  -0.608  0.2087
F  5.242  -3.656  0.561  -0.1648
F  3.811  -2.230  0.773  -0.2693
F  5.630  -1.692  -0.624  -0.0897
F  3.450  -2.104  -1.566  -0.0400
F  5.124  -3.769  -1.714  -0.0427
F  3.469  -4.025  -0.233  -0.2291
O  -1.402  2.752  4.332  0.0060
C  -0.213  2.358  4.316  -0.2571
O  0.392  1.337  4.883  0.3058
B  1.670  1.063  4.187  -0.7802
O  1.891  2.313  3.451  0.2796
C  0.804  3.077  3.489  -0.2571
O  0.632  4.087  2.784  0.0960
O  1.560  -0.040  3.209  0.2645
C  2.252  -1.050  3.581  -0.2525
O  2.356  -2.200  3.099  -0.0587
C  3.197  -0.501  4.720  -0.3728
O  2.788  0.625  5.066  0.3199
O  4.088  -1.218  5.205  0.1701
O  -2.719  2.395  1.954  0.0016
C  -1.913  1.728  1.277  -0.2299
O  -1.716  0.413  1.235  0.2142
B  -0.619  0.081  0.276  -0.8254
O  -0.190  1.399  -0.174  0.2655
C  -0.832  2.413  0.301  -0.2340
O  -0.516  3.628  0.281  0.0103
O  -1.205  -0.753  -0.836  0.2246
C  -0.527  -1.890  -0.925  -0.2955
O  -0.734  -2.688  -1.852  0.1422
C  0.493  -1.948  0.228  -0.2466
O  0.435  -0.792  0.847  0.2066
O  1.329  -2.852  0.466  -0.0505
Br  -1.228  -2.460  3.175  0.7815
C  -3.168  -2.179  2.796  -0.5861
C  -3.980  -1.692  3.981  -0.6189
Br  -3.644  0.186  4.205  0.7922
H  -3.525  -3.140  2.423  0.0762
H  -3.186  -1.510  1.936  0.0429
H  -3.696  -2.238  4.880  0.0698
H  -5.040  -1.945  3.953  0.0889
Br  0.188  -4.246  -5.672  0.6786
C  0.166  -2.483  -4.744  -0.6463
C  0.814  -1.419  -5.646  -0.5447
Br  1.389  0.265  -4.591  0.6058
H  0.712  -2.537  -3.802  0.0236
H  -0.870  -2.304  -4.456  0.0211
H  0.269  -1.107  -6.536  0.0669
H  1.699  -1.840  -6.122  0.0437
Br  -3.640  -0.675  -4.688  0.5563
C  -2.550  0.747  -3.650  -0.5643
C  -1.783  1.550  -4.747  -0.6154
Br  -0.672  3.058  -3.915  0.5500
H  -1.773  0.226  -3.090  0.0130
H  -3.232  1.239  -2.958  0.0538
H  -2.455  2.060  -5.438  0.0524
H  -1.039  0.937  -5.256  -0.0324
Br  -2.853  -7.687  -4.321  0.6163
C  -1.030  -7.300  -3.625  -0.7084
C  -0.996  -6.135  -2.716  -0.6546
Br  0.895  -5.864  -2.140  0.6577
H  -0.358  -7.022  -4.437  0.0245
H  -0.700  -8.210  -3.123  0.0580
H  -1.615  -6.320  -1.838  0.0625
H  -1.257  -5.234  -3.271  0.0202
Br  2.752  4.063  -0.789  0.6967
C  3.670  2.683  -1.938  -0.5523
C  3.212  1.253  -1.561  -0.6241
Br  3.630  1.024  0.365  0.6808
H  4.698  2.770  -1.587  0.0448
H  3.608  2.888  -3.006  0.0776
H  3.668  0.432  -2.115  0.0449
H  2.146  1.067  -1.687  0.0147

Properties
**Gap between HOMO and LUMO (alpha / beta)**: 4.02 / 4.21 eV
**HOMO level (alpha / beta)**: -0.4927 / -0.4927 Eh
**Calculated total energy**: -33539.8762 Ha
**Total charge**: +2
**2S+1**: 3

=====

2.
The following is a quantum chemistry calculation of 9 unconnected molecules or ions with the total composition C14H46N4O9 at a distorted geometry, from the OMol25 dataset.

Each line ends with the Löwdin charge.
Cartesian coordinates (Å):
N  -2.498  2.489  0.897  0.1514
C  -2.301  2.512  2.218  -0.5844
N  -2.451  3.687  2.701  0.1125
O  -1.828  1.491  3.095  -0.1359
H  -2.422  1.590  0.401  0.0927
H  -2.778  3.368  0.455  0.1329
H  -2.368  3.733  3.754  0.1482
H  -2.698  4.676  2.258  0.1837
N  1.277  1.791  -2.480  0.1762
C  1.195  0.587  -2.941  -0.6571
N  2.092  0.329  -3.795  0.1988
O  0.101  -0.169  -2.682  -0.0778
H  0.638  1.850  -1.650  0.0920
H  2.160  2.297  -2.379  0.1277
H  2.209  -0.630  -4.029  0.1043
H  2.904  0.910  -3.770  0.1209
C  -3.582  2.876  -3.237  -0.0393
C  -2.025  2.924  -3.421  -0.3960
O  -1.723  3.898  -4.235  -0.0235
H  -4.231  2.899  -4.125  0.0814
H  -3.861  3.609  -2.522  0.0453
H  -3.720  1.885  -2.812  0.0591
H  -1.672  2.017  -3.826  0.0916
H  -1.419  2.947  -2.519  0.0920
H  -0.896  3.713  -4.641  0.0827
C  1.769  3.503  1.010  -0.0533
C  0.659  3.857  0.065  -0.3017
O  0.022  2.662  -0.197  -0.1447
H  1.386  3.039  1.859  0.0673
H  2.330  4.366  1.265  0.0776
H  2.359  2.807  0.565  0.0304
H  0.988  4.288  -0.931  0.1334
H  -0.078  4.517  0.497  0.1078
H  -0.799  2.711  0.313  0.0353
C  -0.524  -4.179  0.708  -0.0937
C  0.546  -5.116  1.318  -0.3147
O  0.834  -4.850  2.666  -0.0894
H  -1.476  -4.302  1.293  0.0962
H  -0.739  -4.337  -0.319  0.0480
H  -0.245  -3.136  0.755  0.0260
H  1.470  -5.058  0.700  0.0919
H  0.178  -6.208  1.322  0.1306
H  0.742  -3.890  2.729  0.0330
C  -0.637  -2.714  4.573  -0.0661
C  -0.710  -1.734  3.405  -0.3241
O  0.446  -1.828  2.666  -0.1025
H  0.212  -2.813  5.128  0.0456
H  -0.876  -3.740  4.258  0.0752
H  -1.453  -2.431  5.185  0.0617
H  -0.922  -0.773  3.740  0.0711
H  -1.624  -2.000  2.773  0.1288
H  0.714  -0.894  2.548  0.0599
C  3.192  -2.409  -1.956  -0.0953
C  1.953  -2.708  -1.152  -0.2789
O  1.213  -3.872  -1.728  -0.0781
H  2.886  -2.398  -3.006  0.0671
H  4.036  -3.127  -1.795  0.0967
H  3.550  -1.476  -1.571  0.0503
H  1.223  -1.895  -1.091  0.0819
H  2.295  -2.868  -0.100  0.1103
H  1.726  -4.558  -2.072  0.0432
C  2.572  -0.142  1.104  -0.1242
O  1.369  0.483  1.511  -0.1150
H  3.386  0.558  0.889  0.0781
H  2.462  -0.627  0.123  0.0444
H  2.846  -0.945  1.838  0.1107
H  0.977  0.843  0.733  0.0423
C  -1.766  -0.819  -0.088  -0.1452
O  -1.854  0.305  -0.899  -0.1477
H  -2.330  -1.678  -0.422  0.0955
H  -2.141  -0.520  0.787  0.0266
H  -0.723  -1.157  0.072  0.0764
H  -1.511  0.016  -1.762  0.0522

Properties
**Gap between HOMO and LUMO**: 9.20 eV
**SMILES**: NC(N)=O.NC(N)=O.CCO.CCO.CCO.CCO.CCO.CO.CO
**HOMO level**: -0.3356 Eh
**Calculated total energy**: -1457.0199 Ha
**Total charge**: 0
**ΔE to the lowest compared entry with this formula, charge and spin**: 624.4 kJ/mol

=====

3.
The following is a quantum chemistry calculation of C25H27N5O4 in the gas phase at a distorted geometry, from the OMol25 dataset.

Each line ends with the Löwdin charge.
Cartesian coordinates (Å):
H  -1.375  -1.540  -0.289  0.0592
N  -0.377  -1.662  -0.377  0.1514
C  0.309  -0.667  -0.785  -0.2844
C  1.755  -0.764  -0.907  -0.0325
C  2.551  -1.946  -0.431  -0.4594
O  3.768  -1.885  -0.361  0.0467
N  1.837  -3.042  -0.127  0.0675
C  2.421  -4.175  0.540  -0.1644
C  2.313  -4.044  2.072  -0.1291
C  0.886  -3.823  2.480  -0.2503
C  0.386  -2.536  2.649  -0.0466
C  -0.939  -2.326  2.964  -0.0128
C  -1.810  -3.406  3.114  -0.2793
O  -3.104  -3.089  3.417  -0.0915
C  -4.019  -4.137  3.614  -0.0966
C  -1.320  -4.695  2.951  -0.0204
C  0.015  -4.890  2.636  -0.0346
C  2.466  0.271  -1.425  0.0792
C  1.835  1.462  -1.855  -0.0492
C  2.589  2.529  -2.437  -0.3451
O  3.780  2.557  -2.655  0.0886
N  1.792  3.682  -2.785  0.1093
C  2.435  4.744  -3.340  -0.0202
C  1.766  5.870  -3.686  -0.0408
C  0.374  5.939  -3.464  -0.0097
C  -0.292  4.885  -2.910  -0.1847
C  -1.762  4.893  -2.653  -0.0337
C  0.437  3.707  -2.557  -0.1963
N  -0.216  2.701  -2.025  0.1521
C  0.453  1.589  -1.680  -0.1969
N  -0.263  0.571  -1.134  0.0556
C  -1.694  0.748  -0.943  -0.0983
C  -2.104  0.831  0.545  -0.1981
O  -2.346  2.139  0.994  -0.1798
C  -1.188  2.916  1.192  -0.0990
H  0.824  -2.915  -0.102  0.0771
H  3.473  -4.230  0.251  0.1174
H  1.900  -5.077  0.206  0.1204
H  2.926  -3.198  2.386  0.1172
H  2.708  -4.952  2.529  0.1142
H  1.048  -1.690  2.534  0.1171
H  -1.334  -1.332  3.105  0.1097
H  -4.143  -4.741  2.709  0.0940
H  -4.967  -3.660  3.859  0.0913
H  -3.717  -4.786  4.444  0.0950
H  -1.962  -5.555  3.066  0.1006
H  0.381  -5.900  2.512  0.1153
H  3.540  0.188  -1.507  0.1359
H  3.498  4.600  -3.471  0.1319
H  2.292  6.700  -4.125  0.1086
H  -0.162  6.835  -3.736  0.1182
H  -1.960  4.688  -1.603  0.0799
H  -2.242  4.105  -3.231  0.0888
H  -2.196  5.852  -2.924  0.0805
H  -1.973  1.680  -1.436  0.1162
H  -2.220  -0.076  -1.436  0.1261
H  -3.053  0.309  0.693  0.1300
H  -1.336  0.352  1.170  0.1091
H  -0.697  3.160  0.245  0.0634
H  -1.516  3.835  1.674  0.0917
H  -0.473  2.400  1.844  0.0947

Properties
**Gap between HOMO and LUMO**: 7.54 eV
**SMILES**: [H]/N=c1/c(C(=O)NCCc2ccc(OC)cc2)cc2c(=O)n3cccc(C)c3nc2n1CCOC
**HOMO level**: -0.2953 Eh
**Calculated total energy**: -1543.6456 Ha
**Total charge**: 0
**ΔE to the lowest compared entry with this formula, charge and spin**: 102.0 kJ/mol

=====

Question: The highest total charge belongs to which entry?
Answer: C18H20B2Br10F24O18P4V2Zr